92
Properties=species:S:1:pos:R:3:forces:R:3 method="wB97M-V/def2-TZVPD" e_lumo_ev=-1.738 homo_ev=-9.638 multiplicity=1 e_above_lowest_kcal_mol=14.4
O -2.07907 -3.15561 1.27494 -1.2 3.9 1.0
V -2.33548 -1.60971 1.76465 0.9 -3.6 2.5
O -3.54712 -1.65310 2.87645 2.2 0.0 -3.1
O -0.07371 0.73298 -1.12158 0.4 -1.6 1.2
C 0.16049 -0.31497 -0.24732 0.7 -0.3 0.7
O 1.32627 -0.69093 -0.13531 1.9 0.4 -1.0
O -0.70999 -0.85109 0.42791 -4.0 -0.1 1.2
H 0.83599 0.68904 -1.42509 0.6 1.2 -1.1
C 1.67129 -0.61725 -4.39276 0.2 -0.5 0.0
C 0.39272 -1.34541 -4.76274 0.2 -0.1 0.0
C -0.82173 -1.04903 -3.86889 1.4 -1.3 0.2
O -0.00026 -1.07862 -6.06961 -1.1 1.3 -1.7
H 2.13973 -1.14133 -3.55969 -0.1 0.4 0.5
H 1.56107 0.45444 -4.22720 0.0 -0.1 0.1
H 2.39005 -0.79118 -5.19354 0.1 0.3 -0.3
H 0.66429 -2.39632 -4.86238 -0.2 -0.5 1.3
H -1.08718 0.00812 -3.87753 -0.2 -0.2 -0.2
H -0.51627 -1.34096 -2.86411 -0.1 0.3 0.3
H -1.60698 -1.76189 -4.12055 -0.3 0.6 -0.2
H 0.72199 -1.17683 -6.69435 0.2 -0.1 0.2
C 4.03517 -0.17037 2.03483 0.3 0.2 0.9
C 3.18951 -1.14459 2.84053 0.8 0.0 0.8
C 3.23908 -0.99328 4.35549 1.6 -0.1 0.0
O 1.88394 -0.92119 2.51712 -2.7 0.1 -0.3
H 3.66665 0.85181 2.12124 -0.2 0.0 0.3
H 3.98864 -0.39654 0.96957 0.4 -0.3 0.1
H 5.02748 -0.17021 2.48584 0.4 -0.1 -0.7
H 3.45135 -2.16064 2.54526 0.3 -0.3 0.1
H 4.24808 -1.23760 4.68765 0.2 0.2 0.1
H 2.63222 -1.69725 4.92490 -0.5 0.1 -0.4
H 3.04743 0.04234 4.63632 -0.2 0.0 0.1
H 1.84219 -0.92576 1.55803 -0.7 0.1 -0.9
C -4.20000 1.61513 2.01415 0.7 0.2 -0.6
C -2.85562 1.73549 2.75719 -2.5 0.8 0.6
C -3.11100 1.86055 4.25346 0.4 0.8 0.1
O -2.06256 0.59507 2.63191 0.8 -1.7 -1.0
H -4.76760 0.71314 2.24297 0.4 -0.2 0.0
H -3.98775 1.69984 0.94838 -0.2 -0.4 -0.2
H -4.87222 2.44179 2.24410 0.3 0.2 0.3
H -2.24800 2.52680 2.31822 -0.4 0.6 0.2
H -3.69584 2.71090 4.60415 0.1 0.3 -0.5
H -2.10441 1.96611 4.65811 -0.2 -0.2 0.8
H -3.65929 1.00034 4.63750 0.4 -0.3 -0.2
H -1.18036 0.85254 2.90948 0.3 -0.4 -0.1
C 3.32904 4.68459 -3.23595 0.6 -0.8 -0.2
C 1.90668 4.17836 -3.57249 1.2 -0.4 0.8
C 1.45987 2.94973 -2.76832 0.7 0.1 -0.7
O 1.11659 5.22104 -3.17060 -1.7 2.4 0.2
H 3.59816 5.61174 -3.74197 -0.3 -0.1 -0.4
H 4.07761 3.93052 -3.47912 0.0 -0.1 -0.4
H 3.55072 4.89654 -2.18999 -0.8 -0.1 0.3
H 1.81190 3.99938 -4.64351 0.2 -0.1 -0.2
H 0.67577 2.39246 -3.28089 -0.1 0.0 -0.1
H 1.05853 3.31866 -1.82443 0.4 -0.3 0.1
H 2.34107 2.31406 -2.68165 -0.2 -0.4 0.5
H 0.24587 5.20828 -3.57468 -0.1 -0.2 -0.1
C 2.40690 -4.52665 -2.87806 -0.5 0.9 0.7
C 1.73459 -3.67631 -1.74769 0.9 -1.2 -1.4
C 0.96024 -4.49407 -0.73762 -0.3 0.5 0.5
O 2.78510 -2.96201 -1.14029 0.4 0.0 0.3
H 3.16147 -5.19475 -2.46288 -0.2 -0.2 0.2
H 2.95838 -3.85531 -3.53629 -0.2 0.1 -0.2
H 1.64247 -5.06620 -3.43720 0.2 -0.1 0.0
H 1.07326 -2.94068 -2.20548 -0.4 -0.1 -0.2
H 0.02792 -4.91598 -1.11296 0.1 -0.1 -0.3
H 0.66735 -3.77084 0.02347 -0.2 -0.1 0.3
H 1.54711 -5.26987 -0.24588 0.2 0.0 -0.2
H 2.35616 -2.22669 -0.69655 0.1 0.4 0.3
C -0.35615 -0.85875 5.47539 0.0 -0.4 1.4
C -0.64335 -2.17297 4.77350 0.1 0.4 -0.2
C -1.92530 -2.88749 5.12379 -0.4 -0.1 0.2
O -0.63930 -1.85235 3.36795 -1.8 -0.3 -1.2
H 0.68949 -0.55824 5.40889 -0.1 0.1 -0.6
H -0.48739 -0.98674 6.54987 -0.2 -0.1 0.2
H -1.03727 -0.05667 5.19108 0.1 -0.2 -0.3
H 0.16226 -2.89163 4.92388 0.3 0.1 0.1
H -2.06077 -3.75131 4.47296 -0.1 0.2 -0.3
H -2.80483 -2.24526 5.07854 0.1 0.0 -0.2
H -1.91582 -3.32373 6.12264 0.4 0.3 0.2
H 0.22808 -1.54555 3.09388 1.0 0.2 -0.3
C -4.28133 2.44392 -2.38703 0.3 -0.1 -0.8
C -2.77409 2.30382 -2.08863 -0.9 0.3 0.7
C -2.25823 3.50754 -1.36726 0.4 1.5 0.1
O -2.67713 1.18607 -1.25582 -0.6 -1.1 0.7
H -4.50791 3.33808 -2.96775 0.2 0.0 -0.2
H -4.92258 2.52727 -1.50957 0.5 -0.1 0.5
H -4.64576 1.57011 -2.92716 0.1 0.0 -0.1
H -2.10384 2.15425 -2.93507 -0.5 -0.1 -0.7
H -2.60098 4.43509 -1.82579 -0.2 0.1 -0.2
H -1.17328 3.60240 -1.41183 0.1 -0.3 0.3
H -2.59110 3.56024 -0.33067 0.0 -0.2 0.1
H -1.75941 0.99114 -1.05242 0.0 0.2 -0.3

=====

98
Properties=species:S:1:pos:R:3:forces:R:3 method="wB97M-V/def2-TZVPD" e_lumo_ev=0.364 homo_ev=-9.362 smiles=COCCNCCOC.COCCNCCOC.OCCO.OCCO.OCCO.OCCO.OCCO multiplicity=1 e_above_lowest_kcal_mol=96.1
C -5.21386 -0.09792 -0.33732 1.3 1.5 -0.9
C -3.78186 -0.37192 0.17868 -2.4 -2.2 -0.5
O -3.63886 -1.78492 0.15668 0.5 -0.2 2.8
O -5.42786 1.25108 -0.13832 -2.0 1.0 1.7
H -6.10386 -0.63592 -0.08232 0.1 -0.8 1.6
H -5.29286 -0.21692 -1.39432 0.8 -0.7 -1.4
H -3.67186 -0.05292 1.20368 0.0 0.3 0.2
H -3.02386 0.02308 -0.47732 0.0 0.8 -0.2
H -3.64286 -2.06392 -0.73132 0.1 -0.6 -2.1
H -4.88586 1.74408 -0.73032 1.0 1.0 -0.8
C 0.92714 1.00708 -0.91032 1.3 2.8 1.2
C 2.31014 0.35108 -0.61032 -2.0 -0.7 -0.3
O 2.34214 -0.80092 -1.40332 3.4 2.0 -1.6
O 0.95814 2.12708 0.06668 -0.6 -0.3 -1.0
H 0.19214 0.32408 -0.61832 -1.3 -1.2 0.5
H 0.60014 1.43508 -1.92232 1.3 -0.9 1.0
H 2.49114 0.18008 0.49468 -0.7 0.1 -1.2
H 3.07114 1.03708 -0.86932 1.0 0.5 -0.7
H 1.79014 -1.48592 -1.15032 -2.3 -2.0 1.4
H 0.05814 2.48408 0.27368 0.6 -0.2 -0.2
C -1.00786 -0.51792 1.95568 2.3 -1.2 0.8
C 0.53214 -0.46592 2.26268 -1.6 -0.1 -2.3
O 0.97914 0.83608 2.33668 0.1 1.6 -0.6
O -1.26986 -1.83592 1.53568 -0.7 0.0 0.1
H -1.36586 0.21708 1.26968 0.2 0.7 -0.7
H -1.42886 -0.35592 2.89468 -1.4 0.5 1.6
H 0.97014 -0.90392 1.35968 0.3 -0.6 0.2
H 0.78614 -1.04892 3.14068 0.0 0.0 0.2
H 0.84314 1.28608 1.40668 0.7 -0.7 1.8
H -2.13586 -1.84292 1.08268 -0.1 -0.4 0.1
C 5.77514 -0.97892 2.90168 -1.2 0.4 0.6
C 4.46314 -0.76592 2.17968 1.0 -1.4 1.0
O 3.53514 -0.49792 3.14268 -1.4 0.5 1.2
O 6.73214 -1.33792 2.04868 3.8 -1.6 -2.5
H 5.82114 -1.85592 3.52768 -1.0 0.1 1.1
H 6.06714 -0.06592 3.45568 -0.5 -0.2 0.1
H 4.07614 -1.61192 1.61168 0.8 -0.4 -0.4
H 4.59214 0.07008 1.55368 0.2 1.2 -1.2
H 2.87414 -0.04992 2.62368 -1.2 0.9 0.6
H 6.82914 -0.88792 1.21768 -0.4 0.7 -0.3
C 5.21714 4.05008 1.75868 3.1 0.0 -0.8
C 4.76714 2.84408 2.47568 -0.7 -0.3 -0.2
O 3.62114 2.26808 1.83368 1.3 -0.3 0.1
O 6.47914 4.55108 2.34268 -2.7 0.8 0.4
H 4.54714 4.84208 1.63468 -1.2 1.4 0.7
H 5.38114 3.76808 0.73068 0.4 -0.3 -0.6
H 4.57514 3.09308 3.49868 -0.2 -0.1 0.8
H 5.61214 2.16408 2.42868 -0.2 -0.6 0.1
H 2.88514 2.85108 1.97268 -0.7 0.3 0.1
H 7.21514 4.10108 1.98768 1.0 -0.9 -0.8
C -1.26886 3.14708 2.58168 -2.4 1.3 -1.2
O -1.21386 2.83008 1.18268 0.9 -0.9 0.5
C -2.30486 3.21808 0.39368 -0.8 0.5 1.3
C -2.20386 2.63008 -0.99432 0.1 -1.5 0.8
N -3.51286 2.67108 -1.62632 0.8 -1.9 0.5
C -3.34286 1.97308 -2.87932 -1.4 -1.2 -0.3
C -4.66086 1.77908 -3.69832 0.8 -0.7 -0.5
O -4.24686 0.98708 -4.80932 -0.2 -0.2 -0.7
C -5.17886 0.10208 -5.39032 -1.0 -2.1 2.8
H -2.30186 3.00508 2.92568 0.0 -0.3 0.0
H -1.13286 4.21208 2.63968 0.5 0.6 0.5
H -0.64486 2.59908 3.23268 1.2 -0.8 -0.1
H -2.28986 4.33808 0.28968 -0.4 -0.7 0.2
H -3.21486 2.87008 0.96168 0.4 0.5 -1.0
H -1.80686 1.56808 -1.04732 -0.6 1.1 0.6
H -1.48086 3.17508 -1.55832 0.7 0.7 -0.6
H -3.68686 3.61808 -1.76732 -0.8 1.9 -0.6
H -2.93486 0.95608 -2.64832 -0.7 0.5 -0.2
H -2.54486 2.42908 -3.42032 0.4 0.5 -1.2
H -5.16986 2.66008 -4.08432 0.3 0.6 0.3
H -5.41986 1.21408 -3.16132 0.1 0.0 0.6
H -5.79786 -0.50292 -4.57332 0.6 1.9 -1.2
H -4.67586 -0.75992 -5.73932 1.4 -0.7 -0.7
H -5.79386 0.35708 -6.23632 -0.4 1.2 0.0
C 3.88614 -4.55692 1.87868 3.6 -2.0 1.8
O 2.90714 -4.71392 0.94868 -1.8 0.8 0.7
C 2.10514 -3.53392 0.84468 -0.3 -0.9 -1.3
C 1.00114 -3.97292 -0.16932 1.2 2.0 1.7
N 0.26314 -2.69692 -0.49432 2.3 -2.2 0.5
C -0.88786 -3.05492 -1.21832 0.2 1.1 -3.9
C -1.42586 -1.71892 -1.88632 0.2 -0.8 -0.2
O -2.81486 -1.81092 -2.37332 1.8 0.1 -0.6
C -2.80186 -2.56892 -3.61432 -0.1 1.0 -0.5
H 4.81514 -4.03192 1.43668 -1.3 -0.5 0.9
H 4.21614 -5.61592 2.22168 -0.2 1.4 -1.0
H 3.63614 -4.16792 2.89568 -0.4 0.6 -1.0
H 2.70614 -2.79992 0.37468 0.8 1.0 -0.8
H 1.79614 -2.97792 1.77568 -0.2 -1.5 -0.3
H 0.45314 -4.74192 0.39868 -0.5 0.1 -0.7
H 1.52814 -4.37992 -1.04032 -0.4 0.0 0.1
H -0.05886 -2.43092 0.42368 -0.2 0.7 0.2
H -1.57786 -3.49392 -0.57232 -1.8 -0.7 0.8
H -0.59986 -3.81992 -2.00532 -0.4 0.8 0.8
H -0.71286 -1.19292 -2.58532 -0.7 -1.5 -0.4
H -1.25986 -0.98392 -1.12432 -1.3 0.5 1.1
H -2.31686 -1.99592 -4.45532 -0.2 -0.3 1.0
H -3.84986 -2.72392 -3.98332 0.9 -0.2 0.9
H -2.20286 -3.46292 -3.42032 -0.6 -0.2 -0.4

=====

92
Properties=species:S:1:pos:R:3:forces:R:3 method="wB97M-V/def2-TZVPD" e_lumo_ev=0.153 homo_ev=-9.112 smiles="NC(N)=O.CC(C)O.CC(C)O.CC(C)O.CC(C)O.CC(C)O.CC(C)O.CC(C)O" multiplicity=1 e_above_lowest_kcal_mol=205.2
C 5.63636 -1.41210 1.06988 5.0 0.6 1.9
O 6.95636 -1.28810 1.44288 -6.6 -1.1 -1.8
N 4.98136 -0.41610 0.51788 1.2 2.3 -1.0
N 4.80536 -2.43410 1.23888 -0.8 -0.9 -0.3
H 5.58736 0.36890 0.43988 -0.1 0.8 -0.4
H 3.99236 -0.34210 0.46388 -0.4 0.0 0.0
H 5.19236 -3.14910 1.73488 0.9 -2.5 1.4
H 3.84436 -2.55410 0.88688 1.0 0.8 0.2
C 0.00836 0.32290 2.94588 1.5 3.7 1.7
C 1.40936 0.08090 3.48388 -6.7 -3.3 7.0
C 1.68536 -1.33810 3.90788 -1.2 -0.4 0.8
O 2.30736 0.40990 2.72388 8.3 4.9 -8.1
H -0.65564 0.40790 3.76888 -0.8 0.1 0.9
H -0.30964 -0.44710 2.39088 -1.2 -2.6 -2.7
H 0.00236 1.33890 2.44188 -0.2 -1.3 0.2
H 1.56036 0.64990 4.37888 -0.8 0.6 1.4
H 2.32136 -1.33010 4.79088 0.0 -0.2 0.0
H 2.17336 -1.92010 3.14388 0.0 -0.1 -0.4
H 0.70236 -1.76310 4.12188 0.4 -0.6 0.3
H 2.24536 1.38890 2.63488 0.7 -0.9 -0.8
C -2.82264 -2.62710 -1.50312 2.0 -2.0 -0.8
C -3.10164 -1.18210 -1.42012 4.7 -0.3 -2.4
C -2.86064 -0.40210 -2.73112 1.7 0.6 1.7
O -4.28564 -0.91110 -1.04012 -7.1 1.0 2.9
H -1.78064 -2.71810 -1.94412 -0.9 0.0 0.5
H -3.43764 -3.18110 -2.25512 0.0 0.2 1.1
H -2.69964 -3.06610 -0.46812 -0.8 0.1 -1.3
H -2.44064 -0.86910 -0.62412 1.1 0.7 -0.1
H -2.88164 0.65690 -2.40312 -0.3 -0.4 -0.7
H -3.53364 -0.61610 -3.52912 -0.8 -0.2 -0.3
H -1.85164 -0.59810 -3.04312 0.7 0.0 -0.6
H -4.25964 -0.08110 -0.54412 -0.5 0.2 -0.4
C 0.62336 -5.82410 1.18888 0.2 -2.3 -1.8
C 0.84936 -4.41510 1.69988 -0.1 0.2 -8.8
C -0.21164 -3.47810 1.14388 -1.3 -0.2 2.9
O 0.88736 -4.31510 2.94688 0.7 0.1 8.8
H 0.48536 -5.92310 0.06188 0.2 0.6 1.2
H -0.25864 -6.31910 1.59688 -0.3 0.5 0.3
H 1.40836 -6.60310 1.39588 -0.1 1.1 0.1
H 1.80136 -4.02210 1.30388 0.2 -0.2 -0.7
H -0.40064 -3.48510 0.13788 0.0 -0.4 -2.7
H -0.05064 -2.46010 1.42588 0.6 0.6 0.2
H -1.18764 -3.68310 1.63288 0.3 -0.4 -0.1
H 1.74536 -4.66910 3.22288 -0.5 0.1 0.6
C 2.86236 2.70890 -1.74312 -2.3 2.4 -0.4
C 2.75636 2.95290 -0.23512 -3.3 2.3 -3.2
C 1.26836 3.08290 0.11288 -0.6 3.7 0.2
O 3.10136 1.91990 0.48188 3.4 -4.3 3.2
H 3.75736 2.31390 -2.06812 2.2 -0.6 -0.6
H 2.62936 3.67890 -2.27112 0.7 -0.7 0.4
H 2.06136 2.09590 -2.16012 0.0 -0.5 0.6
H 3.32936 3.82690 0.09188 -0.3 0.4 -0.3
H 0.48336 2.52490 -0.42412 1.0 -0.2 0.4
H 1.00536 4.18090 -0.03612 0.0 -1.1 -0.1
H 1.22236 3.00190 1.19888 -0.4 -0.4 0.0
H 4.03636 2.03190 0.71288 -0.2 -0.6 0.1
C 1.88136 -2.08010 -1.63212 0.9 0.6 -1.5
C 1.81436 -0.94010 -0.57212 -3.4 3.8 -9.1
C 0.44036 -0.25610 -0.60912 -2.8 -2.3 -1.8
O 2.07536 -1.31510 0.56988 2.5 -3.6 9.7
H 2.96236 -2.30010 -1.73412 -0.3 0.4 -0.7
H 1.39336 -1.72710 -2.62712 1.2 -0.6 1.6
H 1.53236 -3.11310 -1.46012 -0.7 0.8 0.8
H 2.44836 -0.06210 -0.81212 0.6 -0.6 -1.2
H 0.05136 0.20190 -1.54812 1.0 -0.1 0.2
H 0.32036 0.46590 0.13988 0.0 0.9 1.3
H -0.37664 -1.05510 -0.48012 1.1 1.0 0.3
H 2.05936 -0.58810 1.23088 0.1 -0.2 0.0
C -0.88664 2.95890 -2.67512 1.5 -1.1 -1.1
C -2.07464 3.69890 -3.12512 5.0 0.3 -7.5
C -2.60864 3.12490 -4.48212 0.5 0.4 -0.5
O -2.98864 3.73090 -2.26312 -6.4 1.7 5.8
H -0.28864 3.53490 -2.01712 0.5 0.7 0.7
H -0.23264 2.69490 -3.55312 -0.7 0.1 0.9
H -1.18064 2.06990 -2.16012 -0.1 -0.9 0.3
H -1.66564 4.70390 -3.35912 -0.3 0.0 -0.1
H -3.03964 2.12890 -4.42412 0.3 -0.3 0.4
H -1.85564 3.15090 -5.29612 -0.2 -0.1 0.6
H -3.43364 3.71890 -4.85112 -0.3 0.5 0.0
H -3.55864 4.51590 -2.43712 0.2 -1.1 0.5
C -5.00164 1.56590 1.56688 -0.9 2.0 1.7
C -3.94364 2.26790 0.75888 1.1 3.1 6.6
C -2.54264 1.86390 1.14688 1.0 0.4 0.2
O -4.03964 1.90390 -0.42412 -1.3 -3.5 -10.9
H -5.15664 0.55190 1.35288 -0.2 -1.4 -1.1
H -5.96364 2.12190 1.56088 0.5 -0.5 -0.3
H -4.72764 1.50190 2.60488 0.3 0.4 0.7
H -4.10964 3.35090 0.65188 0.1 0.5 1.9
H -1.76664 2.17790 0.41988 -0.5 0.4 0.2
H -2.57364 0.81090 0.99388 0.2 -1.2 0.3
H -2.18164 2.07990 2.12788 0.1 0.2 0.8
H -3.47664 2.43890 -1.02412 -0.6 -0.4 0.2

=====

| no. | E_tot (eV) | frontier orbital gap (eV) |
| --- | --- | --- |
| 1 | -73995.539 | 7.90 |
| 2 | -55422.893 | 9.73 |
| 3 | -43139.494 | 9.27 |